1.
Density functional theory data (ωB97M-V/def2-TZVPD) for a molecular structure, C46H44HfN2P2S3 at a distorted geometry.

XYZ file:
```
98
Properties=species:S:1:pos:R:3:forces:R:3
Hf -1.093425 -0.477968 -0.176893 2.6 -0.2 0.6
S -0.044655 1.660903 -1.366661 -0.2 0.0 0.1
P 1.746851 0.726679 -1.191155 0.1 -0.2 -0.2
C 1.562538 -0.636175 -0.078529 -0.6 0.2 0.0
P 1.502686 -0.439405 1.691465 0.2 0.4 0.1
S -0.462852 -0.619688 2.295074 0.2 0.2 -0.3
C 2.590596 -1.500348 2.629821 0.0 -0.1 0.1
C 2.528091 -1.488892 4.022015 0.0 0.0 0.0
C 3.401223 -2.281385 4.749848 0.0 0.0 -0.1
C 4.337464 -3.070005 4.088547 0.0 0.0 0.0
C 4.399002 -3.075836 2.701397 0.0 0.0 0.0
C 3.516539 -2.294796 1.967361 0.1 0.0 0.0
C 2.020405 1.245269 2.138135 0.0 0.0 0.1
C 1.131896 2.319752 2.106816 -0.1 0.0 0.0
C 1.554732 3.590560 2.462394 0.1 0.0 0.0
C 2.867393 3.801119 2.866451 -0.1 0.0 0.0
C 3.758368 2.738306 2.901877 0.0 -0.1 0.0
C 3.339029 1.465568 2.540330 0.0 0.0 0.0
C 2.282260 0.109626 -2.803808 0.0 0.0 -0.1
C 2.670374 -1.205067 -3.036848 0.1 0.0 0.0
C 3.121981 -1.580443 -4.296915 0.0 0.0 0.1
C 3.185352 -0.649917 -5.320943 0.0 0.0 0.0
C 2.805133 0.667570 -5.089692 0.0 0.0 0.0
C 2.358813 1.048220 -3.835581 0.0 0.0 0.0
C 3.092947 1.821415 -0.726212 0.0 0.1 0.0
C 2.933402 3.197681 -0.655937 0.0 0.0 0.0
C 4.040771 4.005940 -0.418413 0.0 -0.1 0.0
C 5.293366 3.436673 -0.250761 0.0 -0.1 0.0
C 5.450270 2.054152 -0.314755 0.0 0.0 0.0
C 4.353788 1.245060 -0.555220 0.1 0.1 -0.1
H 1.802975 -0.866669 4.534877 0.0 0.0 0.0
H 3.355556 -2.282779 5.831194 0.0 0.0 0.0
H 5.018965 -3.687851 4.659953 0.0 0.0 0.0
H 5.122520 -3.698943 2.191186 0.0 0.0 0.0
H 3.532221 -2.312231 0.883448 0.0 0.0 0.0
H 0.103537 2.174713 1.804944 0.0 0.0 0.0
H 0.854569 4.415932 2.429181 0.0 0.0 0.0
H 3.194235 4.791495 3.158496 0.0 0.0 0.0
H 4.782811 2.897170 3.212757 0.0 0.0 0.0
H 4.045297 0.644898 2.567767 0.0 0.0 0.0
H 2.623749 -1.941009 -2.247226 0.0 0.0 0.0
H 3.421270 -2.605295 -4.474900 0.0 0.0 0.0
H 3.536079 -0.947619 -6.301146 0.0 0.0 0.0
H 2.859165 1.397110 -5.887414 0.0 0.0 0.0
H 2.065882 2.078005 -3.662084 0.0 0.0 0.0
H 1.949206 3.636192 -0.779442 0.0 0.0 0.0
H 3.921222 5.080414 -0.363147 0.0 0.0 0.0
H 6.153272 4.069290 -0.068708 0.0 0.0 0.0
H 6.429322 1.611821 -0.184759 0.0 0.0 0.0
H 4.478187 0.169177 -0.624517 0.0 0.0 0.0
C -2.678766 2.504555 2.271989 0.0 0.0 0.0
C -2.759064 3.035461 0.863118 0.1 0.1 0.1
C -2.755912 4.407449 0.639594 0.0 0.0 0.0
C -2.919403 4.922919 -0.636358 0.0 0.0 0.0
C -3.111040 4.063818 -1.705556 0.0 0.0 0.0
C -3.115854 2.684132 -1.525538 0.0 0.1 -0.2
C -3.392658 1.786707 -2.706104 0.0 0.0 0.0
C -2.908412 2.191988 -0.237424 0.1 -0.4 0.2
N -2.839318 0.759541 -0.033232 -1.1 0.5 -0.4
C -4.007620 0.096084 0.037380 0.0 -0.2 0.0
C -5.348580 0.757327 0.064791 0.0 0.0 0.1
C -3.923085 -1.321632 0.022609 -0.1 0.2 0.0
C -5.164885 -2.152083 0.057705 0.0 0.0 0.0
N -2.682981 -1.839455 -0.087026 -1.0 -0.7 -0.4
C -2.588678 -3.264860 -0.358262 -0.1 0.4 -0.1
C -2.465733 -3.644235 -1.693044 0.1 0.0 -0.2
C -2.425140 -2.625994 -2.805488 0.0 0.0 0.0
C -2.342313 -4.996203 -1.979566 0.0 -0.1 0.0
C -2.345536 -5.940392 -0.962555 0.0 0.0 0.0
C -2.483040 -5.533622 0.352318 0.0 -0.1 0.0
C -2.606973 -4.187176 0.676343 0.0 0.0 0.3
C -2.705503 -3.766732 2.120748 0.0 0.0 0.0
H -2.221758 3.237754 2.935838 0.0 0.0 0.0
H -2.111592 1.578643 2.346976 0.0 0.0 0.0
H -3.681021 2.298035 2.659794 0.0 0.0 0.0
H -2.635753 5.076772 1.483664 0.0 0.0 0.0
H -2.913382 5.993609 -0.794680 0.0 0.0 0.0
H -3.259401 4.463422 -2.702328 0.0 0.0 0.0
H -2.996774 2.222753 -3.622518 0.0 0.0 0.0
H -4.469506 1.651415 -2.844487 0.0 0.0 0.0
H -2.956106 0.794367 -2.604169 0.1 0.0 0.1
H -5.274313 1.836769 -0.029724 0.0 0.0 0.0
H -5.863617 0.527088 1.002368 0.0 0.0 0.0
H -5.979029 0.378438 -0.743673 0.0 0.0 0.0
H -5.823553 -1.824423 0.864139 0.0 0.0 0.0
H -4.942349 -3.205326 0.189638 0.0 0.0 0.0
H -5.724159 -2.040573 -0.876150 0.0 0.0 0.0
H -1.541543 -1.984009 -2.732478 0.1 0.1 0.1
H -3.312333 -1.987723 -2.821147 0.0 0.0 0.0
H -2.351450 -3.115737 -3.775408 -0.1 0.0 0.0
H -2.237023 -5.310908 -3.011089 0.0 0.0 0.0
H -2.248609 -6.992791 -1.197997 0.0 0.0 0.0
H -2.492581 -6.268641 1.149651 0.0 0.0 0.0
H -3.385518 -4.420496 2.668469 0.0 0.0 0.0
H -3.053220 -2.742014 2.237942 0.0 0.0 0.0
H -1.726198 -3.828026 2.602995 0.0 0.0 0.0
S 0.504816 -3.038509 0.201716 -0.1 -0.3 -0.1
C 0.772111 -1.675919 -0.687418 -0.1 0.3 0.3
```
Forces are in eV/Å.

Calculated values
Orbital gap (alpha / beta)   7.0 / 6.0 eV
Expectation value of S²   0.753
Spin multiplicity   2
Total charge   +1
HOMO energy (alpha / beta)   -9.498 / -9.556 eV
ΔE to the lowest compared entry with this formula, charge and spin   0.00 kcal per mole

Mulliken atomic charge list, values in e, 5 entries: Hf 0.07; S -0.68; P 2.31; C -1.48; P 2.12

=====

2.
Density functional theory data (ωB97M-V/def2-TZVPD) for 8 unconnected molecules or ions with the total composition BH20NO6 at a distorted geometry.

XYZ file:
```
28
Properties=species:S:1:pos:R:3:forces:R:3
N 34.841000 17.571000 15.625000 2.5 -1.5 0.1
H 34.038000 17.861000 16.234000 0.5 -0.4 -1.0
H 34.648000 17.215000 14.654000 -0.6 1.6 0.8
H 35.258000 16.580000 15.971000 -0.7 3.4 0.0
H 35.563000 18.455000 15.592000 -1.8 -2.1 0.1
B 35.152000 21.330000 15.565000 -0.3 -2.4 -1.6
H 35.430000 20.746000 14.434000 -0.3 0.5 0.9
H 33.982000 21.567000 15.615000 -0.9 -0.4 0.2
H 35.576000 20.618000 16.455000 -0.1 -0.3 0.5
H 35.641000 22.344000 15.601000 1.4 1.9 0.0
O 34.174000 23.086000 12.303000 4.9 -0.4 2.5
H 33.318000 23.285000 12.339000 -6.3 1.0 -1.3
H 34.232000 23.381000 13.266000 1.4 -0.5 -1.2
O 32.408000 20.304000 17.918000 -1.9 -1.3 2.9
H 32.822000 20.497000 17.131000 1.6 1.0 -3.0
H 31.497000 20.042000 17.713000 0.4 0.3 0.0
O 38.294000 21.943000 16.545000 0.3 -0.2 0.1
H 38.869000 21.200000 16.721000 0.7 0.0 0.2
H 37.503000 21.467000 16.299000 -1.0 0.3 -0.3
O 34.398000 20.057000 11.693000 -0.3 -1.9 0.2
H 34.526000 20.276000 10.777000 0.1 0.7 -0.1
H 34.482000 20.802000 12.273000 0.2 1.2 0.0
O 34.884000 23.851000 18.096000 1.9 -1.6 -3.5
H 34.193000 23.520000 18.610000 -1.8 -0.7 1.5
H 34.972000 23.097000 17.373000 0.0 2.3 2.0
O 33.446000 24.394000 15.109000 -1.1 -3.3 -0.7
H 33.792000 23.438000 15.258000 -0.3 2.7 0.2
H 34.071000 25.063000 15.302000 1.4 0.4 0.6
```
Forces are in eV/Å.

Calculated values
Orbital gap   8.0 eV
HOMO energy   -9.605 eV
ΔE to the lowest compared entry with this formula, charge and spin   5.61 kcal per mole

Mulliken atomic charge list, values in e, 5 entries: N -0.59; H 0.36; H 0.40; H 0.43; H 0.34

=====

3.
Density functional theory data (ωB97M-V/def2-TZVPD) for 2 unconnected molecules or ions with the total composition C2H2N3O2 at a distorted geometry.

XYZ file:
```
9
Properties=species:S:1:pos:R:3:forces:R:3
C -1.159169 0.897207 0.095057 -3.3 -1.7 -0.1
C 3.185485 -0.162695 -0.115721 -1.8 -0.5 0.5
N 1.975419 -0.284519 0.090863 2.9 0.8 -0.9
N 0.904457 -0.647372 0.449844 -2.3 -0.3 0.6
N -2.064909 0.182974 -0.138803 2.1 1.6 1.0
O 4.278820 0.047350 -0.396271 1.1 0.3 -0.3
O -2.694344 -0.870751 -0.488519 3.6 0.1 -3.2
H -1.003197 1.894766 0.481561 0.9 0.0 -0.2
H -3.422565 -1.056963 0.021992 -3.2 -0.3 2.6
```
Forces are in eV/Å.

Calculated values
Orbital gap (alpha / beta)   6.6 / 6.6 eV
Total charge   +1
HOMO energy (alpha / beta)   -12.578 / -12.637 eV
ΔE to the lowest compared entry with this formula, charge and spin   92.02 kcal per mole

Mulliken atomic charge list, values in e, 5 entries: C 0.02; C 0.64; N 0.53; N -0.82; N 0.32

=====

4.
Density functional theory data (ωB97M-V/def2-TZVPD) for 22 unconnected molecules or ions with the total composition C6H54I2NO25S2 at a distorted geometry.

XYZ file:
```
90
Properties=species:S:1:pos:R:3:forces:R:3
C 0.685560 -1.943884 1.806383 0.4 -1.1 0.1
C 1.307229 -1.862271 0.291511 1.4 0.2 0.7
C 0.590937 -0.770063 -0.698438 -0.3 -0.6 2.3
I 2.025600 0.853027 -1.215830 -1.1 -0.9 0.1
S -0.161166 -1.531649 -2.267435 -0.5 2.4 -6.5
O -1.591745 -0.985274 -2.482024 3.3 -1.8 1.9
O 0.702779 -0.941318 -3.449961 -2.1 -2.5 4.4
N 0.006457 -3.262171 -2.369129 -2.7 1.6 1.7
S -1.501950 -4.108738 -2.150487 -1.6 -3.5 -5.4
O -1.180489 -5.630658 -2.424710 0.0 4.4 2.0
O -2.594781 -3.749677 -3.231613 3.4 -0.2 4.5
C -2.178120 -4.064818 -0.387496 0.3 0.3 1.9
C -2.714382 -2.595043 0.097511 -1.0 -0.1 0.6
C -4.044522 -2.042315 -0.684307 0.0 -0.6 -0.3
I -4.297056 0.076718 -0.029877 0.0 -1.3 -0.1
H 0.559034 -3.102462 2.061859 0.2 2.5 -0.4
H -0.368985 -1.454998 1.941669 2.1 -0.7 -0.2
H 1.504699 -1.529463 2.555507 -2.1 -0.6 -1.4
H 2.438756 -1.504654 0.415450 -2.7 -0.9 -0.4
H 1.362005 -2.954445 -0.125219 -0.4 2.3 0.3
H -0.245737 -0.228608 -0.053469 1.5 -1.1 -1.8
H -1.269338 -4.345192 0.332481 -1.7 0.6 -1.8
H -2.973326 -4.937878 -0.212808 1.6 2.1 -1.0
H -1.899886 -1.755695 0.073583 -1.5 -1.9 -0.2
H -3.027927 -2.713526 1.243178 0.7 0.2 -2.4
H -3.927325 -1.974632 -1.857180 -0.1 -0.3 2.6
H -5.056476 -2.577691 -0.357587 2.4 1.1 -0.8
O -6.411829 2.312329 -1.466646 -0.4 0.4 -0.4
H -5.903123 1.917687 -2.190858 0.2 0.0 0.2
H -6.154477 3.246420 -1.481734 0.0 -0.3 0.0
O 4.532818 0.146976 1.168001 0.5 0.0 -0.1
H 5.041525 -0.247666 0.443790 -0.3 0.1 0.2
H 4.790170 1.081067 1.152913 -0.2 0.0 -0.1
O 7.172678 0.071660 2.667751 0.2 0.2 0.2
H 7.259042 0.494908 3.535166 0.0 -0.2 -0.3
H 6.232792 0.168353 2.452696 0.0 -0.4 0.1
O 1.057307 -7.158069 -0.729724 0.1 -0.3 -0.3
H 0.157336 -6.885729 -0.964009 -0.1 0.3 -0.2
H 1.449869 -7.421280 -1.575655 -0.2 0.2 0.3
O 3.711924 -2.402737 -1.245238 0.6 -0.3 -0.3
H 4.561828 -2.189491 -1.658995 -0.3 0.0 0.0
H 3.390760 -3.165157 -1.749770 -0.1 0.3 0.1
O -8.939861 3.390807 -3.062957 -0.2 0.0 0.4
H -8.297012 2.805025 -2.635627 0.0 0.0 0.1
H -9.798615 3.018211 -2.812562 0.3 0.0 -0.2
O 2.352319 3.141558 1.375878 -0.2 0.3 0.1
H 1.683285 3.305894 0.694414 0.2 -0.3 0.1
H 1.968551 3.526234 2.178206 0.1 -0.1 -0.2
O 2.346032 5.694746 2.525099 0.2 0.5 -0.3
H 2.854739 5.300104 1.800888 -0.1 -0.1 0.2
H 2.603384 6.628837 2.510011 0.0 -0.3 0.1
O -9.234328 0.357351 -2.529293 0.0 -0.2 0.4
H -8.654480 0.594522 -1.790015 0.0 0.0 -0.2
H -9.407036 -0.587012 -2.397635 0.1 0.2 0.0
O -10.509013 -1.686247 -4.266262 -0.2 0.3 -0.3
H -10.304419 -0.739934 -4.306742 0.0 -0.2 0.0
H -10.982412 -1.858957 -5.093939 0.2 0.0 0.3
O 7.084135 2.179860 0.751758 0.4 -0.1 -0.5
H 7.689397 2.753364 0.258039 -0.4 0.1 0.0
H 7.479231 1.298667 0.671867 -0.1 0.2 0.4
O -6.766391 3.990551 -4.880719 0.0 0.0 -0.1
H -6.724300 4.935690 -4.671083 0.1 -0.4 0.1
H -7.456545 3.650651 -4.291534 0.0 0.2 -0.4
O 3.893293 8.041476 4.095539 -0.3 0.0 0.1
H 4.464825 8.312812 4.829524 -0.1 -0.1 0.0
H 3.094645 7.708317 4.531601 0.4 0.0 -0.1
O 0.184135 -9.112932 1.390394 0.3 -0.4 -0.1
H 0.789397 -8.539428 0.896676 -0.2 0.0 0.0
H 0.579231 -9.994125 1.310504 -0.2 0.4 0.1
O 2.531233 -6.533900 1.565229 0.5 0.3 -0.1
H 2.085023 -6.678361 0.717269 -0.1 0.1 -0.1
H 3.236508 -5.903789 1.354206 -0.3 -0.2 0.2
O -6.906707 6.161091 -3.152781 -0.1 0.3 0.8
H -6.335175 6.432427 -2.418796 -0.1 -0.1 -0.4
H -7.705355 5.827932 -2.716719 0.1 -0.1 -0.2
O -2.815865 1.671046 -2.415563 0.2 0.6 -0.3
H -2.210603 2.244550 -2.909281 -0.2 -0.3 0.1
H -2.420769 0.789853 -2.495453 0.1 -0.2 0.1
O 7.899164 -2.136066 4.919515 0.0 -0.2 -0.2
H 6.996697 -2.451095 4.760405 0.2 0.2 -0.1
H 8.256903 -1.992005 4.030553 -0.3 0.1 0.2
O 5.330666 8.374462 6.601612 0.5 0.2 0.3
H 6.288708 8.259519 6.512449 -0.3 -0.1 0.0
H 5.233390 8.920187 7.396411 -0.1 -0.2 -0.3
O 4.768522 -1.468519 3.528679 -0.4 0.0 0.5
H 4.099488 -1.304184 2.847215 0.3 0.1 0.0
H 4.384754 -1.083843 4.331007 0.1 -0.2 -0.3
O 7.507189 4.549720 -1.283027 0.0 0.3 -0.4
H 7.711784 5.496033 -1.323507 -0.1 -0.4 0.1
H 7.033791 4.377010 -2.110703 0.1 0.0 0.3
```
Forces are in eV/Å.

Calculated values
Orbital gap   7.8 eV
Total charge   -1
HOMO energy   -6.388 eV

Mulliken atomic charge list, values in e, 5 entries: C -0.91; C 0.54; C -1.03; I 0.02; S 1.20

=====

The calculation returns the following calculated total energy values, one per record and in order: -3814.040904; -542.853300; -391.601646; -3588.380937 hartree.